Molecular formula: C56H160N24O14P8
Method: DFT, wB97M-V/def2-TZVPD

```
262
C56H160N24O14P8 | OMol25 | wB97M-V/def2-TZVPD
C 2.17 -8.14 -3.28
N 2.92 -7.14 -4.07
C 4.27 -6.97 -3.58
P 1.96 -5.85 -4.62
O 1.48 -5.05 -3.44
N 2.86 -5.03 -5.77
C 3.62 -5.78 -6.82
C 3.49 -3.72 -5.45
N 0.76 -6.58 -5.56
C 0.95 -7.70 -6.50
C -0.59 -5.98 -5.59
H 2.67 -9.10 -3.39
H 1.12 -8.21 -3.54
H 2.12 -7.92 -2.21
H 4.35 -6.12 -2.91
H 4.91 -6.85 -4.46
H 4.74 -7.82 -3.08
H 3.11 -5.83 -7.79
H 4.60 -5.35 -7.01
H 3.76 -6.82 -6.53
H 4.58 -3.81 -5.46
H 3.19 -3.21 -6.37
H 3.03 -3.23 -4.60
H 0.61 -8.62 -6.01
H 0.31 -7.54 -7.37
H 2.01 -7.86 -6.68
H -0.48 -4.96 -5.96
H -0.89 -5.88 -4.55
H -1.29 -6.55 -6.19
C -3.30 -0.71 6.10
N -3.34 -0.40 4.66
C -3.18 -1.53 3.73
P -3.69 1.12 3.98
O -3.18 1.28 2.59
N -5.37 1.22 4.21
C -6.35 1.13 3.10
C -5.98 1.01 5.54
N -3.03 2.22 5.13
C -3.70 3.51 5.22
C -1.63 2.16 5.56
H -4.22 -1.18 6.45
H -3.16 0.21 6.66
H -2.48 -1.36 6.43
H -4.12 -1.88 3.31
H -2.78 -2.44 4.17
H -2.51 -1.13 2.96
H -6.47 0.08 2.83
H -7.24 1.72 3.31
H -5.91 1.58 2.21
H -5.29 1.45 6.26
H -6.92 1.51 5.74
H -6.02 -0.04 5.84
H -3.54 3.94 4.23
H -4.75 3.43 5.51
H -3.16 4.14 5.93
H -1.31 1.14 5.78
H -1.52 2.84 6.41
H -0.95 2.51 4.78
C 1.39 -5.87 5.99
N 2.14 -5.05 5.02
C 3.56 -4.94 5.30
P 1.64 -4.91 3.42
O 1.92 -6.03 2.50
N -0.06 -4.53 3.51
C -0.71 -3.73 4.58
C -0.81 -4.39 2.26
N 2.36 -3.40 2.93
C 3.67 -3.33 2.22
C 2.07 -2.20 3.67
H 1.24 -5.35 6.93
H 1.95 -6.79 6.19
H 0.45 -6.27 5.62
H 4.01 -4.10 4.77
H 4.04 -5.82 4.88
H 3.71 -4.80 6.37
H -0.14 -3.85 5.50
H -0.78 -2.66 4.35
H -1.71 -4.13 4.75
H -0.49 -5.23 1.63
H -1.89 -4.35 2.40
H -0.41 -3.52 1.75
H 4.14 -2.36 2.30
H 4.40 -4.10 2.50
H 3.51 -3.62 1.17
H 1.01 -1.97 3.62
H 2.59 -1.29 3.37
H 2.22 -2.28 4.75
C -3.75 3.72 -0.30
N -3.37 4.36 -1.59
C -3.43 5.84 -1.66
P -3.36 3.40 -3.00
O -2.87 2.02 -2.70
N -5.01 3.45 -3.43
C -5.69 4.64 -3.89
C -5.95 2.40 -2.92
N -2.47 4.23 -4.20
C -2.90 4.10 -5.58
C -1.03 4.48 -4.01
H -4.23 4.41 0.39
H -2.88 3.28 0.19
H -4.47 2.92 -0.51
H -3.10 6.14 -2.66
H -2.70 6.36 -1.04
H -4.46 6.12 -1.45
H -6.41 4.43 -4.70
H -6.28 5.13 -3.11
H -4.96 5.25 -4.42
H -5.46 1.43 -3.02
H -6.13 2.69 -1.88
H -6.81 2.33 -3.57
H -2.30 3.30 -6.04
H -3.87 3.63 -5.76
H -2.84 5.02 -6.15
H -0.60 3.62 -3.49
H -0.96 5.41 -3.43
H -0.49 4.69 -4.93
C 1.34 7.47 3.63
N 1.43 6.00 3.74
C 1.00 5.64 5.11
P 1.22 4.83 2.48
O 1.25 3.46 3.03
N -0.12 5.30 1.56
C -0.26 4.96 0.15
C -1.33 5.52 2.34
N 2.52 5.07 1.43
C 3.63 4.10 1.35
C 2.82 6.42 0.89
H 0.29 7.71 3.44
H 1.96 7.82 2.81
H 1.67 7.96 4.55
H 1.28 4.61 5.35
H -0.08 5.75 5.23
H 1.54 6.33 5.77
H -0.65 5.83 -0.37
H 0.73 4.75 -0.26
H -0.93 4.11 0.01
H -1.88 4.60 2.52
H -1.16 6.00 3.31
H -2.00 6.13 1.74
H 4.50 4.50 0.84
H 3.83 3.84 2.40
H 3.31 3.15 0.91
H 3.40 6.39 -0.03
H 3.43 6.93 1.64
H 1.87 6.94 0.74
C 3.87 1.73 4.16
N 3.36 1.02 5.33
C 2.03 1.43 5.75
P 4.41 0.63 6.64
O 3.65 0.52 7.94
N 5.30 -0.72 6.06
C 6.24 -1.35 6.95
C 5.43 -1.13 4.64
N 5.47 1.92 6.73
C 5.20 3.10 7.50
C 6.86 1.76 6.36
H 3.62 2.78 4.33
H 3.49 1.42 3.18
H 4.96 1.77 4.18
H 1.57 0.67 6.39
H 1.34 1.67 4.95
H 2.10 2.32 6.39
H 6.01 -2.42 7.01
H 7.21 -1.35 6.45
H 6.30 -0.91 7.94
H 4.45 -1.23 4.17
H 6.00 -0.40 4.06
H 5.89 -2.12 4.59
H 5.71 3.97 7.10
H 4.12 3.29 7.50
H 5.51 2.95 8.54
H 7.40 2.70 6.24
H 6.89 1.23 5.41
H 7.36 1.25 7.18
C 3.03 4.04 -2.91
N 3.31 2.62 -2.64
C 2.39 1.99 -1.66
P 4.04 1.84 -3.98
O 4.81 2.75 -4.87
N 4.87 0.58 -3.23
C 4.28 -0.58 -2.63
C 6.28 0.80 -2.85
N 2.82 1.06 -4.83
C 3.39 0.21 -5.93
C 1.49 1.70 -5.10
H 3.34 4.56 -2.00
H 1.95 4.24 -2.96
H 3.56 4.38 -3.79
H 2.86 1.68 -0.73
H 2.00 1.07 -2.10
H 1.51 2.57 -1.39
H 3.21 -0.48 -2.86
H 4.64 -1.50 -3.09
H 4.30 -0.61 -1.54
H 6.89 1.28 -3.62
H 6.20 1.39 -1.93
H 6.78 -0.14 -2.64
H 2.64 -0.53 -6.21
H 3.72 0.82 -6.77
H 4.11 -0.48 -5.48
H 1.07 2.14 -4.20
H 0.86 0.87 -5.43
H 1.58 2.55 -5.78
C -5.21 -2.20 -5.22
N -3.86 -2.47 -4.71
C -3.80 -3.29 -3.51
P -2.55 -2.30 -5.78
O -2.32 -3.53 -6.57
N -2.96 -1.08 -6.82
C -3.14 0.29 -6.40
C -3.27 -1.38 -8.19
N -1.24 -1.71 -4.87
C -1.32 -0.75 -3.80
C -0.02 -2.47 -5.00
H -5.61 -1.30 -4.75
H -5.87 -2.99 -4.86
H -5.30 -2.15 -6.30
H -4.61 -3.07 -2.81
H -2.92 -3.03 -2.93
H -3.79 -4.33 -3.81
H -2.50 0.95 -6.98
H -4.21 0.47 -6.49
H -2.92 0.36 -5.34
H -3.99 -2.20 -8.32
H -3.57 -0.53 -8.80
H -2.40 -1.75 -8.74
H -2.35 -0.41 -3.68
H -0.90 -1.15 -2.87
H -0.65 0.07 -4.04
H 0.82 -1.82 -4.74
H 0.16 -2.90 -5.98
H -0.03 -3.32 -4.31
C -0.05 1.53 0.81
C 0.45 0.26 1.49
O 1.38 -0.56 0.77
C 1.02 -1.33 -0.28
O -0.12 -1.44 -0.71
O 2.10 -2.10 -0.61
C 1.94 -3.01 -1.68
H 0.81 2.19 0.72
H -0.75 2.04 1.47
H -0.61 1.26 -0.08
H -0.43 -0.29 1.86
H 0.92 0.44 2.46
H 1.42 -3.87 -1.26
H 2.90 -3.25 -2.12
H 1.34 -2.55 -2.47
C -8.72 -1.02 1.60
C -8.32 -0.63 0.18
O -6.99 -0.03 0.20
C -5.85 -0.73 -0.20
O -5.82 -1.92 -0.44
O -4.83 0.11 -0.11
C -3.55 -0.37 -0.51
H -8.10 -1.80 2.03
H -9.78 -1.26 1.65
H -8.62 -0.18 2.30
H -8.99 0.12 -0.25
H -8.41 -1.48 -0.51
H -3.80 -0.78 -1.49
H -3.15 -1.15 0.14
H -2.87 0.47 -0.42
```

SMILES: CN(C)P(=O)(N(C)C)N(C)C.CN(C)P(=O)(N(C)C)N(C)C.CN(C)P(=O)(N(C)C)N(C)C.CN(C)P(=O)(N(C)C)N(C)C.CN(C)P(=O)(N(C)C)N(C)C.CN(C)P(=O)(N(C)C)N(C)C.CN(C)P(=O)(N(C)C)N(C)C.CN(C)P(=O)(N(C)C)N(C)C.CCOC(=O)OC.CCOC(=O)OC
HOMO-LUMO gap, eV: 8.28
Calculated total energy, eV: -199413.4644
HOMO level, eV: -7.8

These are the Löwdin partial charges, in e, on atoms 1 to 99: -0.12, -0.31, -0.12, 0.57, -0.28, -0.28, -0.11, -0.10, -0.30, -0.10, -0.09, 0.08, 0.07, 0.08, 0.08, 0.07, 0.08, 0.08, 0.08, 0.05, 0.07, 0.08, 0.05, 0.07, 0.08, 0.05, 0.03, 0.08, 0.09, -0.12, -0.28, -0.10, 0.59, -0.28, -0.29, -0.09, -0.12, -0.31, -0.11, -0.09, 0.07, 0.06, 0.08, 0.08, 0.04, 0.06, 0.07, 0.08, 0.07, 0.06, 0.08, 0.07, 0.07, 0.07, 0.08, 0.07, 0.08, 0.06, -0.12, -0.32, -0.10, 0.59, -0.29, -0.28, -0.14, -0.10, -0.26, -0.10, -0.14, 0.08, 0.08, 0.08, 0.05, 0.09, 0.09, 0.06, 0.05, 0.08, 0.07, 0.08, 0.07, 0.07, 0.07, 0.07, 0.06, 0.06, 0.08, -0.08, -0.28, -0.11, 0.60, -0.29, -0.31, -0.14, -0.07, -0.30, -0.13, -0.09, 0.08